This record from the OMol25 dataset describes a cluster of 11 separate species, C78H181N11O18 in total. The level of theory is ωB97M-V/def2-TZVPD.

Last columns: bonded neighbours and bond lengths (Å).
Positions of all 288 atoms, in Å:
1 C -8.2573 9.9069 1.6694  C2 1.563, H12 1.090, H13 1.090, H14 1.090
2 C -8.3174 8.3526 1.5136  C1 1.563, C3 1.569, N7 1.465, C11 1.519
3 C -6.9868 7.8912 0.8230  C2 1.569, C4 1.541, H15 1.090, H16 1.090
4 C -5.8053 7.7127 1.7957  C3 1.541, C5 1.529, H17 1.090, H18 1.090
5 C -6.1456 6.7705 2.9512  C4 1.529, C6 1.545, H19 1.090, H20 1.090
6 C -7.3793 7.3091 3.7092  C5 1.545, N7 1.487, C9 1.544, C10 1.535
7 N -8.4870 7.6084 2.7638  C2 1.465, C6 1.487, O8 1.409
8 O -9.7579 7.8675 3.3142  N7 1.409, H30 0.960
9 C -7.9047 6.1365 4.5649  C6 1.544, H21 1.090, H22 1.090, H23 1.090
10 C -6.9670 8.5191 4.5600  C6 1.535, H24 1.090, H25 1.090, H26 1.090
11 C -9.4093 7.9776 0.5269  C2 1.519, H27 1.090, H28 1.090, H29 1.090
12 H -9.1455 10.4596 1.9754  C1 1.090
13 H -7.8833 10.4219 0.7846  C1 1.090
14 H -7.5707 10.2572 2.4401  C1 1.090
15 H -7.2298 6.9941 0.2534  C3 1.090
16 H -6.6778 8.5803 0.0371  C3 1.090
17 H -5.6221 8.6702 2.2833  C4 1.090
18 H -4.9582 7.3175 1.2350  C4 1.090
19 H -5.2627 6.6621 3.5812  C5 1.090
20 H -6.1831 5.7556 2.5554  C5 1.090
21 H -8.1362 5.2164 4.0283  C9 1.090
22 H -7.2860 5.9314 5.4386  C9 1.090
23 H -8.8286 6.4057 5.0769  C9 1.090
24 H -6.2183 8.2274 5.2965  C10 1.090
25 H -6.5271 9.2672 3.9005  C10 1.090
26 H -7.7355 8.9678 5.1894  C10 1.090
27 H -9.3021 8.3697 -0.4845  C11 1.090
28 H -10.3341 8.4541 0.8523  C11 1.090
29 H -9.5488 6.9016 0.4234  C11 1.090
30 H -10.2887 7.0738 3.2143  O8 0.960
31 C -2.7733 2.6959 9.7391  C32 1.536, H42 1.090, H43 1.090, H44 1.090
32 C -2.7591 1.4817 10.6805  C31 1.536, C33 1.546, N37 1.477, C41 1.478
33 C -1.7770 1.6958 11.8546  C32 1.546, C34 1.589, H45 1.090, H46 1.090
34 C -2.2193 2.5617 13.1120  C33 1.589, C35 1.540, H47 1.090, H48 1.090
35 C -3.5832 2.0559 13.6189  C34 1.540, C36 1.607, H49 1.090, H50 1.090
36 C -4.6423 2.0790 12.4107  C35 1.607, N37 1.485, C39 1.563, C40 1.562
37 N -4.1074 1.3092 11.2595  C32 1.477, C36 1.485, O38 1.432
38 O -5.1091 0.8244 10.3581  N37 1.432, H60 0.960
39 C -5.9054 1.3747 13.0034  C36 1.563, H51 1.090, H52 1.090, H53 1.090
40 C -4.9923 3.5471 12.0065  C36 1.562, H54 1.090, H55 1.090, H56 1.090
41 C -2.2928 0.2768 9.9621  C32 1.478, H57 1.090, H58 1.090, H59 1.090
42 H -3.5789 2.6304 9.0078  C31 1.090
43 H -1.8973 2.8136 9.1012  C31 1.090
44 H -2.9293 3.6005 10.3268  C31 1.090
45 H -1.5888 0.7040 12.2658  C33 1.090
46 H -0.8907 2.1580 11.4200  C33 1.090
47 H -2.1605 3.6158 12.8408  C34 1.090
48 H -1.4627 2.4256 13.8847  C34 1.090
49 H -4.0151 2.6685 14.4103  C35 1.090
50 H -3.5085 1.0248 13.9643  C35 1.090
51 H -5.5573 0.3856 13.3010  C39 1.090
52 H -6.4226 1.8043 13.8614  C39 1.090
53 H -6.6365 1.1817 12.2183  C39 1.090
54 H -5.3517 3.5484 10.9775  C40 1.090
55 H -5.8274 3.9371 12.5883  C40 1.090
56 H -4.2085 4.2983 12.1042  C40 1.090
57 H -1.2528 0.3794 9.6525  C41 1.090
58 H -2.8267 0.1996 9.0150  C41 1.090
59 H -2.3079 -0.6280 10.5697  C41 1.090
60 H -5.1304 -0.1054 10.5962  O38 0.960
61 C 0.6552 1.7261 -0.7935  C62 1.583, H72 1.090, H73 1.090, H74 1.090
62 C 0.4931 0.3712 0.0080  C61 1.583, C63 1.581, N67 1.481, C71 1.487
63 C -0.9710 -0.1458 -0.2927  C62 1.581, C64 1.533, H75 1.090, H76 1.090
64 C -1.1581 -0.9403 -1.5900  C63 1.533, C65 1.569, H77 1.090, H78 1.090
65 C -0.0286 -2.0198 -1.7308  C64 1.569, C66 1.533, H79 1.090, H80 1.090
66 C 1.4116 -1.5477 -1.5011  C65 1.533, N67 1.503, C69 1.576, C70 1.540
67 N 1.4605 -0.7213 -0.2471  C62 1.481, C66 1.503, O68 1.406
68 O 2.7821 -0.3978 0.1084  N67 1.406, H90 0.960
69 C 2.2890 -2.8312 -1.2430  C66 1.576, H81 1.090, H82 1.090, H83 1.090
70 C 1.8965 -0.7891 -2.7502  C66 1.540, H84 1.090, H85 1.090, H86 1.090
71 C 0.5998 0.5299 1.4822  C62 1.487, H87 1.090, H88 1.090, H89 1.090
72 H 1.7127 1.9098 -0.9837  C61 1.090
73 H 0.3915 2.5096 -0.0829  C61 1.090
74 H 0.0609 1.8140 -1.7030  C61 1.090
75 H -1.3274 -0.7418 0.5474  C63 1.090
76 H -1.6981 0.6663 -0.2963  C63 1.090
77 H -0.9970 -0.3407 -2.4859  C64 1.090
78 H -2.2057 -1.2118 -1.7198  C64 1.090
79 H -0.0584 -2.5505 -2.6824  C65 1.090
80 H -0.2446 -2.8918 -1.1135  C65 1.090
81 H 2.0406 -3.2923 -0.2870  C69 1.090
82 H 2.0339 -3.5889 -1.9839  C69 1.090
83 H 3.3375 -2.6332 -1.4653  C69 1.090
84 H 1.2971 0.1210 -2.7744  C70 1.090
85 H 2.9204 -0.4855 -2.5324  C70 1.090
86 H 1.7770 -1.3206 -3.6943  C70 1.090
87 H 1.5622 0.9229 1.8100  C71 1.090
88 H 0.4079 -0.4312 1.9592  C71 1.090
89 H -0.1291 1.2557 1.8430  C71 1.090
90 H 2.8578 -0.6448 1.0330  O68 0.960
91 C 11.4230 -3.2959 -11.5925  C92 1.496, H102 1.090, H103 1.090, H104 1.090
92 C 11.9776 -3.2441 -10.2041  C91 1.496, C93 1.537, N97 1.486, C101 1.564
93 C 12.8022 -1.9466 -10.1910  C92 1.537, C94 1.618, H105 1.090, H106 1.090
94 C 13.2791 -1.4226 -8.7366  C93 1.618, C95 1.566, H107 1.090, H108 1.090
95 C 11.9824 -1.3286 -7.8636  C94 1.566, C96 1.570, H109 1.090, H110 1.090
96 C 11.1050 -2.6281 -7.7911  C95 1.570, N97 1.465, C99 1.538, C100 1.545
97 N 10.9392 -3.1681 -9.1432  C92 1.486, C96 1.465, O98 1.457
98 O 9.9667 -4.2384 -9.3195  N97 1.457, H120 0.960
99 C 11.8979 -3.5707 -6.8694  C96 1.538, H111 1.090, H112 1.090, H113 1.090
100 C 9.7315 -2.2977 -7.1661  C96 1.545, H114 1.090, H115 1.090, H116 1.090
101 C 13.0666 -4.3523 -10.0228  C92 1.564, H117 1.090, H118 1.090, H119 1.090
102 H 10.5974 -2.6005 -11.7439  C91 1.090
103 H 11.0278 -4.2951 -11.7759  C91 1.090
104 H 12.2499 -3.0415 -12.2555  C91 1.090
105 H 13.7099 -2.0734 -10.7810  C93 1.090
106 H 12.3214 -1.2041 -10.8278  C93 1.090
107 H 13.7103 -0.4216 -8.7210  C94 1.090
108 H 13.9130 -2.1191 -8.1879  C94 1.090
109 H 11.3038 -0.5782 -8.2690  C95 1.090
110 H 12.2867 -1.0149 -6.8651  C95 1.090
111 H 12.9252 -3.7336 -7.1953  C99 1.090
112 H 11.8648 -3.3252 -5.8079  C99 1.090
113 H 11.3666 -4.5196 -6.9421  C99 1.090
114 H 9.0443 -3.1436 -7.1485  C100 1.090
115 H 9.9278 -1.9674 -6.1461  C100 1.090
116 H 9.2784 -1.5044 -7.7607  C100 1.090
117 H 13.7416 -4.2038 -9.1800  C101 1.090
118 H 13.7516 -4.2959 -10.8688  C101 1.090
119 H 12.6930 -5.3738 -9.9514  C101 1.090
120 H 9.2117 -3.8337 -9.7528  O98 0.960
121 C -8.4146 -8.1763 -4.3710  O122 1.441, H130 1.090, H131 1.090, H132 1.090
122 O -7.9934 -7.2244 -3.3747  C121 1.441, C123 1.419
123 C -8.2407 -7.7535 -2.0820  O122 1.419, C124 1.561, H133 1.090, H134 1.090
124 C -7.5716 -6.8063 -1.0372  C123 1.561, N125 1.451, H135 1.090, H136 1.090
125 N -8.3774 -5.6242 -0.7928  C124 1.451, C126 1.475, H137 1.010
126 C -7.5308 -4.5066 -0.3359  N125 1.475, C127 1.556, H138 1.090, H139 1.090
127 C -8.4432 -3.2507 -0.2288  C126 1.556, O128 1.417, H140 1.090, H141 1.090
128 O -7.7845 -2.1899 -0.8987  C127 1.417, C129 1.400
129 C -8.4852 -0.9784 -0.9070  O128 1.400, H142 1.090, H143 1.090, H144 1.090
130 H -8.4388 -7.5316 -5.2496  C121 1.090
131 H -9.4716 -8.4151 -4.2535  C121 1.090
132 H -7.6980 -8.9699 -4.5821  C121 1.090
133 H -7.8976 -8.7875 -2.0472  C123 1.090
134 H -9.2869 -7.9274 -1.8303  C123 1.090
135 H -6.5337 -6.7082 -1.3553  C124 1.090
136 H -7.6526 -7.2471 -0.0436  C124 1.090
137 H -8.7784 -5.2913 -1.6580  N125 1.010
138 H -6.7977 -4.2810 -1.1104  C126 1.090
139 H -7.0580 -4.7409 0.6178  C126 1.090
140 H -8.5159 -3.1496 0.8541  C127 1.090
141 H -9.4577 -3.3292 -0.6196  C127 1.090
142 H -9.2352 -1.0915 -1.6898  C129 1.090
143 H -7.8715 -0.1374 -1.2298  C129 1.090
144 H -8.8463 -0.7795 0.1020  C129 1.090
145 C 2.2886 -5.0108 -10.2143  O146 1.449, H154 1.090, H155 1.090, H156 1.090
146 O 3.3730 -5.1882 -11.1584  C145 1.449, C147 1.474
147 C 3.0899 -6.0636 -12.3106  O146 1.474, C148 1.626, H157 1.090, H158 1.090
148 C 3.2388 -7.6438 -11.9592  C147 1.626, N149 1.514, H159 1.090, H160 1.090
149 N 2.2481 -8.1744 -10.9446  C148 1.514, C150 1.427, H161 1.010
150 C 0.9084 -8.1273 -11.4343  N149 1.427, C151 1.546, H162 1.090, H163 1.090
151 C -0.1518 -8.5142 -10.3776  C150 1.546, O152 1.430, H164 1.090, H165 1.090
152 O -0.3354 -7.4881 -9.3988  C151 1.430, C153 1.421
153 C -1.5833 -7.6436 -8.7377  O152 1.421, H166 1.090, H167 1.090, H168 1.090
154 H 1.3511 -4.9124 -10.7616  C145 1.090
155 H 2.3451 -4.0384 -9.7251  C145 1.090
156 H 2.2326 -5.8526 -9.5240  C145 1.090
157 H 3.7183 -5.7215 -13.1329  C147 1.090
158 H 2.1000 -5.7248 -12.6160  C147 1.090
159 H 4.2720 -7.7121 -11.6190  C148 1.090
160 H 3.1962 -8.2229 -12.8817  C148 1.090
161 H 2.2271 -7.5819 -10.1269  N149 1.010
162 H 0.9852 -8.8275 -12.2662  C150 1.090
163 H 0.6164 -7.1308 -11.7657  C150 1.090
164 H 0.1172 -9.4500 -9.8876  C151 1.090
165 H -1.0963 -8.8293 -10.8211  C151 1.090
166 H -1.6053 -8.6508 -8.3217  C153 1.090
167 H -2.4412 -7.6449 -9.4100  C153 1.090
168 H -1.6049 -6.9070 -7.9345  C153 1.090
169 C 2.9713 8.9954 -4.9205  O170 1.399, H178 1.090, H179 1.090, H180 1.090
170 O 3.1602 10.0101 -5.8655  C169 1.399, C171 1.429
171 C 2.5061 9.7806 -7.1154  O170 1.429, C172 1.580, H181 1.090, H182 1.090
172 C 2.5369 10.9465 -8.1815  C171 1.580, N173 1.482, H183 1.090, H184 1.090
173 N 1.6784 12.0996 -7.8209  C172 1.482, C174 1.446, H185 1.010
174 C 2.1067 12.6769 -6.5664  N173 1.446, C175 1.554, H186 1.090, H187 1.090
175 C 1.2736 13.9392 -6.2076  C174 1.554, O176 1.406, H188 1.090, H189 1.090
176 O 0.0533 13.4154 -5.7463  C175 1.406, C177 1.385
177 C -0.7301 14.2082 -4.9238  O176 1.385, H190 1.090, H191 1.090, H192 1.090
178 H 3.6743 9.0886 -4.0927  C169 1.090
179 H 3.1966 8.0197 -5.3510  C169 1.090
180 H 1.9833 9.1528 -4.4880  C169 1.090
181 H 1.4637 9.4861 -6.9939  C171 1.090
182 H 3.0125 8.9064 -7.5245  C171 1.090
183 H 2.1980 10.5032 -9.1178  C172 1.090
184 H 3.5915 11.2108 -8.2587  C172 1.090
185 H 0.7280 11.7683 -7.7362  N173 1.010
186 H 3.1475 12.9808 -6.6782  C174 1.090
187 H 2.0876 11.9500 -5.7544  C174 1.090
188 H 1.0945 14.6848 -6.9822  C175 1.090
189 H 1.8566 14.4824 -5.4638  C175 1.090
190 H -1.2228 15.0370 -5.4322  C177 1.090
191 H -0.2178 14.5624 -4.0292  C177 1.090
192 H -1.5151 13.5705 -4.5172  C177 1.090
193 C -2.4611 13.1688 3.9065  O194 1.453, H202 1.090, H203 1.090, H204 1.090
194 O -1.5857 12.1666 3.3232  C193 1.453, C195 1.393
195 C -0.4869 12.8004 2.7477  O194 1.393, C196 1.531, H205 1.090, H206 1.090
196 C 0.3336 11.7364 2.0129  C195 1.531, N197 1.461, H207 1.090, H208 1.090
197 N 0.8061 10.6634 2.8841  C196 1.461, C198 1.459, H209 1.010
198 C 1.3826 9.5512 2.1357  N197 1.459, C199 1.504, H210 1.090, H211 1.090
199 C 2.8442 9.5249 2.4873  C198 1.504, O200 1.464, H212 1.090, H213 1.090
200 O 3.3290 8.1905 2.1285  C199 1.464, C201 1.422
201 C 4.7162 7.9198 2.2849  O200 1.422, H214 1.090, H215 1.090, H216 1.090
202 H -2.5965 13.9806 3.1920  C193 1.090
203 H -2.0507 13.4667 4.8713  C193 1.090
204 H -3.3986 12.6157 3.9640  C193 1.090
205 H 0.1351 13.3076 3.4854  C195 1.090
206 H -0.8669 13.4907 1.9946  C195 1.090
207 H 1.2472 12.2194 1.6663  C196 1.090
208 H -0.2513 11.3020 1.2021  C196 1.090
209 H 0.0506 10.3634 3.4836  N197 1.010
210 H 1.2639 9.6006 1.0534  C198 1.090
211 H 1.0186 8.5746 2.4551  C198 1.090
212 H 3.0480 9.4398 3.5547  C199 1.090
213 H 3.4178 10.3321 2.0318  C199 1.090
214 H 5.4329 8.6206 1.8567  C201 1.090
215 H 5.1034 6.9717 1.9117  C201 1.090
216 H 4.9863 7.8708 3.3397  C201 1.090
217 C 4.3749 2.4766 7.2740  O218 1.409, H226 1.090, H227 1.090, H228 1.090
218 O 4.2832 1.0706 7.2941  C217 1.409, C219 1.398
219 C 5.1049 0.3405 6.4298  O218 1.398, C220 1.495, H229 1.090, H230 1.090
220 C 4.7524 -1.1125 6.4220  C219 1.495, N221 1.424, H231 1.090, H232 1.090
221 N 5.5404 -1.9962 5.6305  C220 1.424, C222 1.506, H233 1.010
222 C 4.8288 -3.2484 5.1921  N221 1.506, C223 1.550, H234 1.090, H235 1.090
223 C 5.7211 -4.4912 4.9409  C222 1.550, O224 1.466, H236 1.090, H237 1.090
224 O 6.2978 -4.8375 6.2439  C223 1.466, C225 1.410
225 C 6.8600 -6.1252 6.3578  O224 1.410, H238 1.090, H239 1.090, H240 1.090
226 H 3.6131 2.8371 7.9652  C217 1.090
227 H 4.1329 2.8718 6.2874  C217 1.090
228 H 5.3899 2.8510 7.4071  C217 1.090
229 H 6.1285 0.5914 6.7078  C219 1.090
230 H 5.0287 0.6256 5.3805  C219 1.090
231 H 3.7453 -1.1715 6.0092  C220 1.090
232 H 4.8881 -1.4877 7.4363  C220 1.090
233 H 6.2640 -2.4565 6.1641  N221 1.010
234 H 4.3399 -3.0897 4.2309  C222 1.090
235 H 4.1641 -3.7132 5.9203  C222 1.090
236 H 6.4579 -4.1866 4.1976  C223 1.090
237 H 5.1510 -5.2695 4.4337  C223 1.090
238 H 7.2999 -6.2100 7.3514  C225 1.090
239 H 7.6592 -6.3749 5.6599  C225 1.090
240 H 6.0020 -6.7891 6.2516  C225 1.090
241 C 0.3587 -12.3493 -3.7153  O242 1.422, H250 1.090, H251 1.090, H252 1.090
242 O 1.4234 -11.4743 -4.0651  C241 1.422, C243 1.464
243 C 2.6462 -12.0997 -4.5705  O242 1.464, C244 1.549, H253 1.090, H254 1.090
244 C 3.7847 -11.0968 -4.8828  C243 1.549, N245 1.453, H255 1.090, H256 1.090
245 N 4.9173 -11.6180 -5.6280  C244 1.453, C246 1.496, H257 1.010
246 C 5.8241 -10.5213 -6.0895  N245 1.496, C247 1.568, H258 1.090, H259 1.090
247 C 6.7569 -10.0375 -4.9256  C246 1.568, O248 1.428, H260 1.090, H261 1.090
248 O 6.2135 -9.1418 -3.9558  C247 1.428, C249 1.417
249 C 7.0248 -8.8524 -2.8307  O248 1.417, H262 1.090, H263 1.090, H264 1.090
250 H -0.5819 -11.9829 -3.3040  C241 1.090
251 H 0.6222 -12.9271 -2.8294  C241 1.090
252 H 0.0542 -12.9715 -4.5569  C241 1.090
253 H 2.3159 -12.6268 -5.4656  C243 1.090
254 H 2.8695 -12.9818 -3.9704  C243 1.090
255 H 3.9797 -10.6595 -3.9036  C244 1.090
256 H 3.2501 -10.3499 -5.4697  C244 1.090
257 H 4.5505 -12.0089 -6.4840  N245 1.010
258 H 5.1286 -9.7428 -6.4034  C246 1.090
259 H 6.3813 -10.7307 -7.0026  C246 1.090
260 H 7.7132 -9.7019 -5.3269  C247 1.090
261 H 7.0399 -10.9677 -4.4329  C247 1.090
262 H 7.1880 -9.8272 -2.3712  C249 1.090
263 H 6.3844 -8.1583 -2.2866  C249 1.090
264 H 7.9614 -8.4083 -3.1679  C249 1.090
265 C -3.6107 -5.7842 5.6074  O266 1.447, H274 1.090, H275 1.090, H276 1.090
266 O -4.1702 -5.8851 6.9378  C265 1.447, C267 1.464
267 C -5.5570 -5.4444 7.0959  O266 1.464, C268 1.476, H277 1.090, H278 1.090
268 C -5.8079 -5.4162 8.5498  C267 1.476, N269 1.454, H279 1.090, H280 1.090
269 N -7.1137 -4.8503 8.8464  C268 1.454, C270 1.519, H281 1.010
270 C -7.3233 -4.9870 10.3447  N269 1.519, C271 1.553, H282 1.090, H283 1.090
271 C -8.7105 -4.4012 10.7266  C270 1.553, O272 1.411, H284 1.090, H285 1.090
272 O -9.7165 -5.2926 10.2986  C271 1.411, C273 1.433
273 C -11.0391 -4.7670 10.4700  O272 1.433, H286 1.090, H287 1.090, H288 1.090
274 H -4.1568 -6.4128 4.9040  C265 1.090
275 H -2.5799 -6.1376 5.6341  C265 1.090
276 H -3.5678 -4.7467 5.2759  C265 1.090
277 H -6.2011 -6.1919 6.6327  C267 1.090
278 H -5.5444 -4.4368 6.6803  C267 1.090
279 H -5.0461 -4.9022 9.1358  C268 1.090
280 H -5.7861 -6.4581 8.8691  C268 1.090
281 H -7.9461 -5.0971 8.3304  N269 1.010
282 H -6.6096 -4.4496 10.9692  C270 1.090
283 H -7.2469 -5.9935 10.7560  C270 1.090
284 H -8.8909 -3.4564 10.2139  C271 1.090
285 H -8.6188 -4.2177 11.7971  C271 1.090
286 H -11.0962 -4.1554 11.3704  C273 1.090
287 H -11.7619 -5.5741 10.5897  C273 1.090
288 H -11.2895 -4.2940 9.5205  C273 1.090

Values from the calculation:
Spin multiplicity: 1
Energy relative to the best compared isomer or geometry (same formula, charge and spin) (kJ/mol): 677.98
Lowest unoccupied orbital energy (eV): 0.41
SMILES: CC1(C)CCCC(C)(C)N1O.CC1(C)CCCC(C)(C)N1O.CC1(C)CCCC(C)(C)N1O.CC1(C)CCCC(C)(C)N1O.COCCNCCOC.COCCNCCOC.COCCNCCOC.COCCNCCOC.COCCNCCOC.COCCNCCOC.COCCNCCOC
Electronic energy (Eh): -5036.29705